{
  "formula": "C72H152N8O8",
  "method": "wB97M-V/def2-TZVPD",
  "symbols": ["C", "C", "C", "C", "C", "C", "N", "O", "C", "C", "C", "H", "H", "H", "H", "H", "H", "H", "H", "H", "H", "H", "H", "H", "H", "H", "H", "H", "H", "H", "C", "C", "C", "C", "C", "C", "N", "O", "C", "C", "C", "H", "H", "H", "H", "H", "H", "H", "H", "H", "H", "H", "H", "H", "H", "H", "H", "H", "H", "H", "C", "C", "C", "C", "C", "C", "N", "O", "C", "C", "C", "H", "H", "H", "H", "H", "H", "H", "H", "H", "H", "H", "H", "H", "H", "H", "H", "H", "H", "H", "C", "C", "C", "C", "C", "C", "N", "O", "C", "C", "C", "H", "H", "H", "H", "H", "H", "H", "H", "H", "H", "H", "H", "H", "H", "H", "H", "H", "H", "H", "C", "C", "C", "C", "C", "C", "N", "O", "C", "C", "C", "H", "H", "H", "H", "H", "H", "H", "H", "H", "H", "H", "H", "H", "H", "H", "H", "H", "H", "H", "C", "C", "C", "C", "C", "C", "N", "O", "C", "C", "C", "H", "H", "H", "H", "H", "H", "H", "H", "H", "H", "H", "H", "H", "H", "H", "H", "H", "H", "H", "C", "C", "C", "C", "C", "C", "N", "O", "C", "C", "C", "H", "H", "H", "H", "H", "H", "H", "H", "H", "H", "H", "H", "H", "H", "H", "H", "H", "H", "H", "C", "C", "C", "C", "C", "C", "N", "O", "C", "C", "C", "H", "H", "H", "H", "H", "H", "H", "H", "H", "H", "H", "H", "H", "H", "H", "H", "H", "H", "H"],
  "coordinates": [[-4.35, -6.48, 8.76], [-4.39, -5.60, 10.02], [-5.60, -4.70, 9.90], [-6.00, -4.00, 11.20], [-6.14, -5.00, 12.35], [-4.99, -6.01, 12.43], [-4.62, -6.53, 11.13], [-3.57, -7.47, 11.25], [-3.85, -5.42, 13.28], [-5.56, -7.19, 13.26], [-3.08, -4.79, 10.08], [-4.30, -5.85, 7.87], [-5.22, -7.13, 8.70], [-3.43, -7.06, 8.73], [-5.53, -3.95, 9.11], [-6.42, -5.37, 9.62], [-6.96, -3.50, 11.02], [-5.25, -3.27, 11.50], [-7.11, -5.51, 12.33], [-6.19, -4.43, 13.28], [-3.50, -4.51, 12.80], [-4.21, -5.12, 14.27], [-3.02, -6.11, 13.37], [-4.79, -7.92, 13.50], [-6.01, -6.83, 14.20], [-6.39, -7.62, 12.69], [-2.75, -4.60, 9.06], [-2.31, -5.38, 10.58], [-3.19, -3.78, 10.48], [-4.01, -8.31, 11.42], [0.30, -7.31, 22.94], [0.33, -8.77, 22.41], [1.59, -9.05, 21.60], [2.85, -8.97, 22.45], [2.73, -10.07, 23.48], [1.45, -10.06, 24.35], [0.31, -9.76, 23.48], [-0.89, -9.75, 24.23], [1.28, -11.50, 24.83], [1.65, -9.06, 25.48], [-0.88, -8.96, 21.51], [0.84, -7.17, 23.88], [-0.73, -7.08, 23.21], [0.68, -6.64, 22.17], [1.43, -10.09, 21.30], [1.61, -8.42, 20.71], [3.02, -7.98, 22.88], [3.63, -9.17, 21.72], [3.62, -10.09, 24.13], [2.87, -11.05, 23.02], [2.13, -11.73, 25.49], [0.47, -11.56, 25.56], [1.26, -12.24, 24.04], [0.77, -8.68, 26.01], [2.07, -9.63, 26.32], [2.41, -8.33, 25.23], [-1.77, -8.60, 22.02], [-1.05, -10.02, 21.28], [-0.80, -8.40, 20.58], [-0.89, -8.86, 24.62], [-7.39, -8.73, 25.70], [-7.84, -9.33, 24.35], [-7.50, -8.32, 23.25], [-6.04, -8.29, 22.82], [-5.62, -9.73, 22.43], [-5.87, -10.76, 23.53], [-7.22, -10.60, 24.05], [-7.52, -11.53, 25.08], [-5.77, -12.14, 22.85], [-4.77, -10.65, 24.59], [-9.35, -9.46, 24.38], [-7.48, -9.47, 26.50], [-8.00, -7.86, 25.97], [-6.38, -8.31, 25.66], [-8.11, -8.57, 22.37], [-7.78, -7.31, 23.55], [-5.32, -7.85, 23.51], [-6.05, -7.63, 21.95], [-4.55, -9.58, 22.25], [-6.27, -9.93, 21.58], [-4.72, -12.29, 22.56], [-5.98, -12.93, 23.57], [-6.29, -12.13, 21.89], [-4.80, -9.65, 25.03], [-4.89, -11.35, 25.42], [-3.76, -10.81, 24.20], [-9.70, -10.16, 25.14], [-9.76, -9.77, 23.42], [-9.88, -8.54, 24.65], [-7.78, -12.31, 24.59], [-0.95, 0.43, 21.24], [-0.88, 1.67, 20.37], [-2.31, 1.98, 19.91], [-2.55, 3.44, 19.50], [-2.18, 4.43, 20.60], [-0.77, 4.18, 21.15], [-0.46, 2.78, 21.25], [0.85, 2.57, 21.76], [0.21, 4.97, 20.27], [-0.77, 4.74, 22.58], [0.04, 1.53, 19.16], [-1.17, -0.42, 20.58], [-1.65, 0.54, 22.07], [-0.03, 0.18, 21.78], [-2.42, 1.51, 18.93], [-3.14, 1.65, 20.54], [-3.62, 3.53, 19.28], [-2.00, 3.68, 18.59], [-2.92, 4.40, 21.41], [-2.30, 5.42, 20.15], [0.08, 4.84, 19.19], [0.16, 6.04, 20.46], [1.23, 4.62, 20.44], [-1.50, 4.13, 23.12], [0.19, 4.63, 23.11], [-1.10, 5.77, 22.68], [0.93, 0.96, 19.47], [0.49, 2.48, 18.87], [-0.38, 1.05, 18.28], [0.66, 2.35, 22.68], [1.51, 0.90, 13.83], [0.55, -0.09, 14.48], [-0.73, 0.70, 14.77], [-1.82, -0.20, 15.32], [-2.15, -1.26, 14.27], [-0.95, -2.07, 13.76], [0.19, -1.15, 13.55], [1.33, -1.86, 13.12], [-0.65, -3.25, 14.66], [-1.37, -2.54, 12.36], [1.16, -0.59, 15.82], [2.24, 1.34, 14.51], [1.01, 1.67, 13.25], [2.27, 0.42, 13.20], [-0.50, 1.46, 15.53], [-1.13, 1.21, 13.89], [-2.70, 0.37, 15.65], [-1.53, -0.65, 16.28], [-2.86, -0.84, 13.56], [-2.81, -1.97, 14.79], [-0.39, -2.95, 15.67], [-1.45, -3.99, 14.70], [0.18, -3.83, 14.25], [-0.79, -3.42, 12.07], [-2.40, -2.87, 12.48], [-1.44, -1.73, 11.64], [1.09, -1.66, 15.97], [0.59, -0.22, 16.68], [2.18, -0.24, 15.96], [1.32, -1.76, 12.16], [-2.03, -4.97, 17.78], [-3.24, -4.58, 18.63], [-3.93, -5.80, 19.21], [-3.16, -6.45, 20.37], [-3.19, -5.38, 21.46], [-2.54, -4.07, 21.05], [-3.02, -3.66, 19.74], [-2.42, -2.44, 19.36], [-2.83, -3.00, 22.10], [-1.02, -4.32, 21.06], [-4.33, -3.99, 17.72], [-2.49, -5.36, 16.87], [-1.47, -5.75, 18.29], [-1.37, -4.16, 17.46], [-5.01, -5.75, 19.41], [-3.95, -6.68, 18.55], [-2.15, -6.72, 20.07], [-3.66, -7.37, 20.68], [-2.69, -5.78, 22.35], [-4.24, -5.37, 21.79], [-2.20, -2.14, 21.87], [-3.88, -2.72, 22.09], [-2.58, -3.42, 23.07], [-0.69, -5.14, 20.43], [-0.40, -3.43, 20.94], [-0.76, -4.75, 22.04], [-5.29, -3.79, 18.22], [-4.51, -4.56, 16.82], [-4.03, -2.99, 17.37], [-3.16, -1.88, 19.11], [-2.78, 1.71, 24.75], [-1.74, 0.88, 25.50], [-1.96, -0.57, 25.12], [-0.92, -1.53, 25.65], [0.43, -1.08, 25.07], [0.78, 0.39, 25.34], [-0.37, 1.26, 25.18], [-0.10, 2.60, 25.55], [1.33, 0.49, 26.77], [1.89, 0.76, 24.35], [-1.99, 1.04, 27.04], [-3.76, 1.25, 24.87], [-2.52, 1.71, 23.68], [-2.75, 2.76, 25.04], [-2.95, -0.85, 25.51], [-2.06, -0.70, 24.03], [-1.10, -2.52, 25.21], [-0.82, -1.60, 26.73], [0.30, -1.19, 23.98], [1.25, -1.72, 25.41], [1.54, 1.54, 27.00], [0.68, 0.07, 27.54], [2.32, 0.02, 26.81], [1.53, 0.85, 23.33], [2.06, 1.79, 24.69], [2.79, 0.16, 24.48], [-2.97, 1.52, 27.16], [-1.28, 1.71, 27.52], [-2.10, 0.08, 27.54], [-0.21, 3.08, 24.73], [-5.85, -8.80, 18.24], [-6.71, -9.95, 17.74], [-8.10, -9.94, 18.35], [-9.12, -10.88, 17.75], [-9.29, -10.47, 16.28], [-7.95, -10.56, 15.55], [-6.86, -9.95, 16.28], [-5.65, -10.04, 15.58], [-7.72, -12.06, 15.26], [-8.23, -9.87, 14.20], [-6.04, -11.29, 18.18], [-5.58, -9.08, 19.26], [-6.40, -7.87, 18.18], [-4.92, -8.78, 17.67], [-7.95, -10.08, 19.44], [-8.51, -8.92, 18.39], [-10.03, -10.95, 18.33], [-8.66, -11.87, 17.84], [-9.67, -9.45, 16.34], [-10.06, -11.13, 15.88], [-6.80, -12.21, 14.68], [-7.76, -12.72, 16.13], [-8.49, -12.47, 14.61], [-8.73, -10.58, 13.55], [-8.83, -8.96, 14.32], [-7.28, -9.56, 13.75], [-5.66, -11.36, 19.20], [-5.15, -11.47, 17.56], [-6.70, -12.13, 17.96], [-5.38, -10.97, 15.63]],
  "relative_energy_kj_mol": 297.8,
  "lumo_ev": 0.41,
  "smiles": "CC1(C)CCCC(C)(C)N1O.CC1(C)CCCC(C)(C)N1O.CC1(C)CCCC(C)(C)N1O.CC1(C)CCCC(C)(C)N1O.CC1(C)CCCC(C)(C)N1O.CC1(C)CCCC(C)(C)N1O.CC1(C)CCCC(C)(C)N1O.CC1(C)CCCC(C)(C)N1O",
  "total_charge": 0,
  "homo_lumo_gap_ev": 8.56
}

{
  "formula": "C8H20FNOSi2",
  "method": "wB97M-V/def2-TZVPD",
  "symbols": ["C", "C", "C", "C", "C", "C", "C", "C", "N", "O", "F", "Si", "Si", "H", "H", "H", "H", "H", "H", "H", "H", "H", "H", "H", "H", "H", "H", "H", "H", "H", "H", "H", "H"],
  "coordinates": [[1.17, -1.58, 0.81], [0.29, 2.81, 1.05], [2.87, 0.89, 0.81], [1.37, 1.54, -1.88], [-1.78, -2.31, -0.47], [-2.52, 0.55, -1.07], [-2.31, -0.31, 1.72], [1.80, -2.30, -0.32], [0.18, -0.18, -0.07], [0.95, -1.99, 1.89], [1.87, -1.75, -1.58], [1.05, 1.29, 0.02], [-1.50, -0.53, 0.06], [-0.73, 2.90, 0.89], [0.50, 2.54, 2.05], [0.74, 3.62, 0.68], [3.33, 1.76, 1.00], [2.81, 0.31, 1.65], [3.53, 0.39, -0.07], [0.50, 1.76, -2.42], [1.86, 2.45, -2.08], [1.82, 0.72, -2.21], [-2.78, -2.63, -0.56], [-1.56, -2.60, -1.51], [-1.40, -2.99, 0.12], [-2.43, 0.39, -2.20], [-3.64, 0.56, -0.83], [-2.31, 1.53, -0.98], [-3.42, -0.64, 1.68], [-2.00, -1.11, 2.47], [-2.21, 0.73, 2.14], [1.16, -3.19, -0.61], [2.76, -2.63, -0.19]],
  "relative_energy_kj_mol": 235.5,
  "lumo_ev": 0.05,
  "total_charge": 0,
  "homo_lumo_gap_ev": 9.02
}

{
  "formula": "C48H71Br6N5O13",
  "method": "wB97M-V/def2-TZVPD",
  "symbols": ["C", "C", "C", "C", "N", "C", "C", "C", "C", "C", "C", "C", "H", "H", "H", "H", "H", "H", "H", "H", "H", "H", "H", "H", "H", "H", "H", "H", "H", "H", "H", "H", "H", "H", "H", "H", "C", "C", "C", "O", "H", "H", "H", "H", "H", "H", "H", "C", "Br", "Br", "Br", "H", "C", "Br", "Br", "Br", "H", "C", "C", "C", "C", "C", "C", "O", "O", "H", "H", "H", "H", "H", "H", "C", "C", "C", "C", "C", "C", "O", "O", "H", "H", "H", "H", "H", "H", "C", "C", "C", "C", "C", "C", "O", "O", "H", "H", "H", "H", "H", "H", "C", "C", "C", "C", "C", "C", "O", "O", "H", "H", "H", "H", "H", "H", "C", "C", "C", "C", "C", "C", "O", "O", "H", "H", "H", "H", "H", "H", "C", "O", "N", "N", "H", "H", "H", "H", "C", "O", "N", "N", "H", "H", "H", "H"],
  "coordinates": [[-4.45, 0.76, 3.16], [-3.77, -0.40, 2.39], [-3.26, -0.05, 0.99], [-1.90, 0.56, 1.12], [-1.21, 1.03, -0.11], [-1.97, 2.07, -0.83], [-1.92, 1.81, -2.32], [-1.23, 0.47, -2.49], [-1.05, -0.12, -1.08], [0.17, 1.61, 0.20], [1.06, 0.77, 1.10], [2.42, 1.46, 1.28], [-4.27, 0.40, 4.17], [-5.51, 0.80, 2.96], [-3.99, 1.75, 3.11], [-4.39, -1.29, 2.46], [-2.89, -0.67, 3.00], [-3.99, 0.59, 0.47], [-3.30, -0.97, 0.41], [-1.21, -0.14, 1.58], [-1.86, 1.37, 1.86], [-1.75, 3.12, -0.57], [-3.01, 2.17, -0.52], [-1.51, 2.51, -3.05], [-2.94, 1.79, -2.73], [-0.21, 0.59, -2.87], [-1.73, -0.20, -3.18], [-0.09, -0.60, -1.04], [-1.82, -0.88, -0.96], [-0.06, 2.57, 0.67], [0.59, 1.86, -0.77], [1.23, -0.20, 0.64], [0.59, 0.68, 2.07], [2.26, 2.39, 1.84], [2.87, 1.62, 0.30], [3.05, 0.90, 1.96], [-1.43, -3.68, 2.19], [-0.73, -3.20, 0.91], [0.72, -2.74, 1.17], [-0.78, -4.13, -0.04], [-2.45, -3.89, 1.84], [-1.52, -2.92, 2.99], [-0.96, -4.52, 2.70], [-1.19, -2.20, 0.70], [0.98, -2.21, 0.25], [1.46, -3.50, 1.43], [0.61, -2.09, 2.06], [2.38, 5.54, 2.89], [0.91, 4.81, 1.82], [3.88, 4.32, 2.96], [1.69, 6.31, 4.52], [2.75, 6.39, 2.34], [-6.25, 4.53, 2.99], [-6.43, 3.18, 1.61], [-5.31, 3.85, 4.55], [-7.85, 5.47, 3.40], [-5.57, 5.25, 2.56], [-2.40, 0.94, 5.65], [-2.38, -0.45, 5.68], [-1.23, -1.09, 5.25], [-0.17, -0.40, 4.67], [-0.22, 1.00, 4.68], [-1.38, 1.66, 5.03], [-1.47, 3.03, 4.90], [-1.16, -2.49, 5.28], [-3.36, 1.40, 5.88], [-3.25, -0.94, 6.11], [0.58, -1.00, 4.19], [0.67, 1.50, 4.29], [-0.67, 3.48, 5.20], [-2.01, -2.81, 5.61], [-6.21, -5.16, -1.75], [-5.04, -5.83, -1.41], [-4.00, -5.10, -0.81], [-4.02, -3.70, -0.91], [-5.25, -3.08, -1.19], [-6.38, -3.78, -1.57], [-7.59, -3.17, -1.75], [-2.99, -5.76, -0.22], [-7.08, -5.73, -2.08], [-4.96, -6.91, -1.49], [-3.21, -3.04, -0.61], [-5.28, -1.99, -1.09], [-8.28, -3.75, -2.08], [-2.23, -5.10, -0.13], [1.30, 5.75, -4.06], [1.49, 7.11, -3.94], [1.41, 7.75, -2.71], [1.09, 6.99, -1.61], [0.88, 5.62, -1.71], [0.96, 4.98, -2.94], [0.88, 3.62, -3.10], [1.75, 9.04, -2.54], [1.35, 5.36, -5.07], [1.66, 7.84, -4.74], [1.05, 7.39, -0.60], [0.59, 5.11, -0.78], [1.08, 3.49, -4.05], [1.97, 9.45, -3.39], [1.33, -4.67, -3.76], [2.61, -4.71, -4.29], [3.56, -3.76, -3.93], [3.21, -2.76, -3.02], [1.92, -2.68, -2.53], [0.99, -3.63, -2.90], [-0.34, -3.42, -2.60], [4.82, -3.82, -4.42], [0.69, -5.50, -4.03], [2.98, -5.58, -4.83], [3.98, -2.04, -2.78], [1.59, -1.85, -1.91], [-0.42, -3.77, -1.66], [5.43, -3.30, -3.85], [6.03, -3.88, -0.94], [5.66, -3.92, 0.40], [5.88, -2.86, 1.26], [6.16, -1.62, 0.71], [6.34, -1.46, -0.67], [6.35, -2.62, -1.44], [6.71, -2.56, -2.82], [5.66, -2.94, 2.61], [6.11, -4.79, -1.50], [5.45, -4.91, 0.82], [6.33, -0.74, 1.32], [6.46, -0.53, -1.21], [7.34, -1.84, -2.90], [5.47, -3.86, 2.84], [0.70, 2.47, -6.85], [1.58, 2.55, -5.94], [-0.18, 1.41, -7.09], [0.29, 3.69, -7.49], [-0.82, 1.51, -7.85], [-0.26, 0.61, -6.49], [0.93, 4.46, -7.44], [-0.42, 3.62, -8.18], [3.74, -0.80, 4.34], [3.70, -0.75, 5.54], [4.17, 0.29, 3.56], [3.22, -1.84, 3.57], [4.43, 1.15, 3.99], [4.45, 0.07, 2.62], [3.34, -1.96, 2.59], [2.47, -2.38, 3.97]],
  "lumo_ev": -0.98,
  "total_charge": 0,
  "homo_lumo_gap_ev": 5.81
}

{
  "formula": "C9H16N2O",
  "method": "wB97M-V/def2-TZVPD",
  "symbols": ["C", "C", "C", "C", "C", "C", "C", "C", "C", "N", "N", "O", "H", "H", "H", "H", "H", "H", "H", "H", "H", "H", "H", "H", "H", "H", "H", "H"],
  "coordinates": [[-2.29, 1.13, -0.18], [-1.69, -0.99, 0.04], [-0.81, 1.14, -0.04], [-0.36, 1.89, -1.35], [-0.56, 1.95, 1.23], [0.67, -2.03, -1.15], [2.09, -0.14, -0.13], [0.92, -1.74, 1.44], [0.79, -1.03, 0.06], [-2.77, 0.00, -0.09], [-0.50, -0.30, 0.07], [-1.94, -2.15, 0.07], [-2.77, 2.08, -0.06], [0.73, 2.12, -1.45], [-0.94, 2.75, -1.51], [-0.77, 1.26, -2.14], [0.47, 2.03, 1.52], [-0.98, 1.42, 1.99], [-1.05, 2.83, 1.13], [0.17, -2.91, -0.83], [-0.02, -1.59, -1.78], [1.55, -2.37, -1.46], [1.83, 0.91, -0.03], [2.46, -0.38, -1.13], [2.79, -0.41, 0.63], [0.16, -2.44, 1.64], [1.99, -2.17, 1.47], [0.84, -0.88, 2.02]],
  "relative_energy_kj_mol": 191.4,
  "lumo_ev": 0.61,
  "smiles": "CC(C)(C)N1C(=O)N=CC1(C)C",
  "total_charge": 0,
  "homo_lumo_gap_ev": 10.07
}